# 1
This record from OMol25 describes C41H42P2Pb as an isolated structure at a distorted geometry. The level of theory is ωB97M-V/def2-TZVPD.

Results
**Max |F|**: 2.676 eV/Å
**Orbital gap (spin up / spin down)**: 0.1686 / 0.1751 Eh
**LUMO energy (spin up / spin down)**: -8.48 / -8.30 eV
**Relative energy (zero: lowest compared OMol25 entry of this formula, charge and spin)**: 0.0 kcal/mol

ORCA input file:
```
! wB97M-V def2-TZVPD RIJCOSX def2/J DEFGRID3
* xyz 2 1
Pb 1.520 2.672 -0.804
C 0.374 -2.412 1.222
C 1.687 -2.420 0.947
C 2.429 -3.033 -0.218
C 2.370 -2.142 -1.482
C 1.075 -2.119 -2.252
C -0.132 -2.616 -1.954
C -0.444 -3.631 -0.905
C -0.735 -3.159 0.528
C 0.127 2.938 -2.485
H 0.034 -1.836 2.085
H 2.367 -1.936 1.638
H 2.161 -4.066 -0.487
H 3.492 -3.105 0.081
H 2.705 -1.125 -1.169
H 3.139 -2.491 -2.204
H 1.187 -1.585 -3.205
H -0.965 -2.331 -2.590
H 0.356 -4.365 -0.858
H -1.345 -4.148 -1.253
H -1.653 -2.544 0.564
H -0.999 -4.071 1.113
H -0.851 3.078 -2.012
H 0.132 2.221 -3.310
H 0.484 3.896 -2.877
P 7.929 3.232 -2.105
P 6.892 3.523 -5.016
C 8.377 1.968 -3.327
C 8.058 2.204 -4.620
C 9.649 3.575 -1.461
C 10.720 2.676 -1.569
C 11.985 2.994 -1.063
C 12.195 4.241 -0.459
C 11.153 5.174 -0.389
C 9.896 4.852 -0.902
C 7.132 2.154 -0.859
C 5.890 1.606 -1.216
C 5.252 0.727 -0.341
C 5.856 0.393 0.887
C 7.086 0.955 1.222
C 7.738 1.842 0.364
C 7.854 4.074 -6.562
C 9.137 4.626 -6.380
C 9.927 4.948 -7.487
C 9.434 4.727 -8.782
C 8.151 4.216 -8.970
C 7.351 3.904 -7.863
C 5.564 2.511 -5.773
C 4.361 3.183 -6.052
C 3.334 2.515 -6.719
C 3.491 1.167 -7.086
C 4.664 0.496 -6.745
C 5.695 1.148 -6.065
H 8.907 1.076 -2.981
H 8.500 1.658 -5.457
H 10.582 1.716 -2.061
H 12.800 2.272 -1.148
H 13.173 4.488 -0.055
H 11.319 6.161 0.062
H 9.082 5.580 -0.878
H 5.444 1.836 -2.186
H 4.291 0.291 -0.610
H 5.358 -0.315 1.558
H 7.556 0.697 2.172
H 8.704 2.261 0.624
H 9.527 4.777 -5.370
H 10.927 5.356 -7.342
H 10.056 4.955 -9.644
H 7.754 4.042 -9.972
H 6.350 3.498 -8.005
H 4.250 4.231 -5.770
H 2.419 3.048 -6.968
H 2.692 0.656 -7.636
H 4.788 -0.554 -7.017
H 6.591 0.600 -5.796
C -2.363 0.003 1.576
C -1.628 0.954 2.294
C -0.710 1.805 1.595
C -0.497 1.637 0.237
C -1.326 0.793 -0.497
C -2.209 -0.096 0.178
H -3.083 -0.641 2.100
H -1.771 1.075 3.378
H -0.180 2.578 2.149
H -1.331 0.821 -1.587
H -2.790 -0.813 -0.405
*
```

# 2
This record from OMol25 describes C41H43BN5O2OsPSi as an isolated structure. The level of theory is ωB97M-V/def2-TZVPD.

Results
**Max |F|**: 0.822 eV/Å
**Orbital gap**: 0.2771 Eh
**LUMO energy**: -6.09 eV
**Relative energy (zero: lowest compared OMol25 entry of this formula, charge and spin)**: 0.0 kcal/mol

ORCA input file:
```
! wB97M-V def2-TZVPD RIJCOSX def2/J DEFGRID3
* xyz 2 1
Os -0.399 0.287 0.014
O -1.616 0.169 2.605
N -0.323 0.376 2.108
C 0.600 0.449 2.978
C 2.032 0.583 2.757
C 2.767 0.758 3.935
C 4.146 0.846 3.914
C 4.811 0.745 2.703
C 4.094 0.561 1.528
C 2.706 0.482 1.525
P 1.885 0.260 -0.097
C 2.724 -1.154 -0.883
C 2.208 -2.447 -0.793
C 2.881 -3.524 -1.351
C 4.080 -3.320 -2.017
C 4.601 -2.038 -2.121
C 3.931 -0.963 -1.560
C 2.427 1.690 -1.072
C 2.891 2.851 -0.456
C 3.211 3.962 -1.222
C 3.067 3.921 -2.601
C 2.593 2.771 -3.216
C 2.266 1.660 -2.457
H -1.582 0.091 3.583
H 0.298 0.410 4.025
H 2.243 0.821 4.880
H 4.696 0.987 4.834
H 5.889 0.810 2.666
H 4.637 0.489 0.596
H 1.276 -2.636 -0.270
H 2.467 -4.519 -1.266
H 4.603 -4.156 -2.460
H 5.531 -1.871 -2.647
H 4.346 0.029 -1.679
H 3.009 2.898 0.619
H 3.576 4.858 -0.739
H 3.323 4.787 -3.197
H 2.473 2.738 -4.291
H 1.893 0.769 -2.949
B -0.970 2.891 -2.426
N -0.779 1.386 -2.826
C -0.805 1.025 -4.108
C -0.505 -0.324 -4.213
C -0.292 -0.721 -2.909
N -0.470 0.317 -2.071
N -0.651 3.198 -0.918
C -0.612 4.469 -0.512
C -0.263 4.509 0.828
C -0.091 3.183 1.173
N -0.338 2.393 0.111
H -0.198 3.533 -3.081
H -2.111 3.213 -2.637
H -1.027 1.757 -4.866
H -0.448 -0.920 -5.106
H -0.016 -1.692 -2.532
H -0.829 5.260 -1.207
H -0.147 5.373 1.456
H 0.189 2.779 2.124
C -5.313 -3.436 -0.302
C -5.210 -2.673 0.854
C -3.987 -2.134 1.221
C -2.859 -2.358 0.429
C -2.970 -3.128 -0.732
C -4.197 -3.665 -1.095
Si -1.205 -1.698 0.849
C -0.389 -2.672 2.169
C 1.000 -2.739 2.333
C 1.555 -3.487 3.357
C 0.726 -4.176 4.234
C -0.653 -4.137 4.076
C -1.209 -3.403 3.041
H -6.268 -3.854 -0.587
H -6.084 -2.496 1.466
H -3.921 -1.531 2.110
H -2.110 -3.309 -1.368
H -4.282 -4.261 -1.992
H -0.254 -1.328 -0.479
H 1.656 -2.237 1.643
H 2.630 -3.549 3.461
H 1.157 -4.764 5.033
H -1.292 -4.691 4.749
H -2.284 -3.406 2.904
C -4.376 2.309 -0.486
C -4.204 1.500 -1.783
C -3.496 0.239 -1.332
O -2.644 0.683 -0.236
C -3.415 1.658 0.518
H -5.399 2.256 -0.116
H -4.133 3.357 -0.643
H -3.588 2.046 -2.493
H -5.155 1.271 -2.260
H -2.862 -0.225 -2.081
H -4.200 -0.498 -0.943
H -2.717 2.354 0.967
H -3.946 1.126 1.308
*
```

# 3
This record from OMol25 describes C41H44BrN3O5PSc as an isolated structure. The level of theory is ωB97M-V/def2-TZVPD.

Results
**Max |F|**: 0.741 eV/Å
**Orbital gap**: 0.2511 Eh
**LUMO energy**: -5.77 eV
**Relative energy (zero: lowest compared OMol25 entry of this formula, charge and spin)**: 17.1 kcal/mol

ORCA input file:
```
! wB97M-V def2-TZVPD RIJCOSX def2/J DEFGRID3
* xyz 2 1
Sc -0.379 -0.792 0.764
C 2.525 0.815 3.244
O 2.122 -0.319 2.475
C 2.758 -1.506 2.896
C 2.570 -2.495 1.785
O 1.155 -2.681 1.539
C 0.610 -3.800 2.261
C -0.526 -3.286 3.075
O -1.364 -2.546 2.183
C -2.700 -3.094 2.085
H 3.612 0.893 3.260
H 2.156 0.746 4.271
H 2.115 1.706 2.776
H 2.323 -1.870 3.835
H 3.826 -1.341 3.066
H 3.034 -3.449 2.022
H 3.012 -2.140 0.863
H 1.370 -4.249 2.890
H 0.277 -4.547 1.544
H -0.172 -2.615 3.858
H -1.080 -4.094 3.546
H -3.200 -3.013 3.046
H -3.238 -2.522 1.345
H -2.645 -4.143 1.795
C -1.009 -3.572 -0.987
O -0.634 -2.174 -0.988
C -0.635 -1.549 -2.245
C -0.397 -2.234 -3.421
C -0.491 -1.533 -4.614
C -0.823 -0.183 -4.620
C -1.046 0.492 -3.433
C -0.933 -0.195 -2.235
N -1.192 0.350 -0.937
N -1.981 1.350 -0.948
C -2.678 1.664 0.178
C -2.988 0.643 1.096
O -2.320 -0.475 1.123
C -4.100 0.809 1.966
C -4.752 2.000 2.010
C -4.393 3.102 1.170
C -5.062 4.340 1.261
C -4.721 5.373 0.428
C -3.705 5.196 -0.525
C -3.035 3.998 -0.628
C -3.373 2.931 0.218
H -0.238 -4.171 -1.460
H -1.113 -3.862 0.051
H -1.953 -3.689 -1.511
H -0.153 -3.292 -3.422
H -0.312 -2.054 -5.549
H -0.903 0.348 -5.561
H -1.298 1.543 -3.420
H -4.378 -0.017 2.611
H -5.579 2.136 2.705
H -5.851 4.461 1.997
H -5.237 6.324 0.498
H -3.447 6.014 -1.187
H -2.247 3.870 -1.364
Br -1.606 4.448 5.049
C -1.088 3.051 3.929
C -0.653 3.310 2.641
C -0.311 2.237 1.845
N -0.377 0.966 2.257
C -0.794 0.733 3.509
C -1.150 1.737 4.378
H -0.600 4.319 2.254
H 0.019 2.403 0.825
H -0.864 -0.306 3.814
H -1.483 1.502 5.380
C 3.569 0.581 -0.048
P 2.126 -0.157 -0.911
C 1.830 1.139 -2.161
C 1.406 2.388 -1.699
C 1.161 3.428 -2.582
C 1.346 3.234 -3.947
C 1.769 1.999 -4.415
C 2.002 0.953 -3.529
C 2.883 -1.538 -1.828
C 2.412 -2.840 -1.659
C 3.006 -3.905 -2.325
C 4.076 -3.677 -3.177
C 4.557 -2.384 -3.355
C 3.967 -1.323 -2.684
H 4.016 -0.121 0.654
H 3.258 1.474 0.497
H 4.313 0.872 -0.785
H 1.284 2.568 -0.633
H 0.842 4.396 -2.208
H 1.169 4.049 -4.641
H 1.917 1.842 -5.478
H 2.306 -0.012 -3.917
H 1.583 -3.025 -0.989
H 2.635 -4.915 -2.178
H 4.538 -4.504 -3.706
H 5.396 -2.201 -4.018
H 4.354 -0.322 -2.839
*
```

# 4
This record from OMol25 describes C41H44Cl2N6O6SSr as an isolated structure at a distorted geometry. The level of theory is ωB97M-V/def2-TZVPD.

Results
**Max |F|**: 1.964 eV/Å
**Orbital gap**: 0.2985 Eh
**LUMO energy**: 0.28 eV
**Relative energy (zero: lowest compared OMol25 entry of this formula, charge and spin)**: 26.9 kcal/mol

ORCA input file:
```
! wB97M-V def2-TZVPD RIJCOSX def2/J DEFGRID3
* xyz 0 1
Sr 0.274 0.310 -1.006
N 0.043 -1.455 1.071
C -1.182 -2.070 1.587
C -2.139 -2.465 0.457
C -3.447 -1.678 0.445
C -3.304 -0.163 0.387
N -2.494 0.288 -0.749
H 0.714 -2.160 0.774
H 0.468 -0.869 1.788
H -1.652 -1.332 2.242
H -0.968 -2.937 2.227
H -2.387 -3.529 0.523
H -1.620 -2.332 -0.494
H -4.017 -1.914 1.351
H -4.067 -2.012 -0.394
H -2.831 0.205 1.302
H -4.312 0.273 0.367
H -2.603 1.292 -0.852
H -2.812 -0.117 -1.626
O 2.315 0.617 -2.394
C 2.367 1.583 -3.425
C 1.083 2.354 -3.604
C 0.803 2.979 -4.815
C -0.344 3.743 -4.924
C -1.174 3.867 -3.820
C -0.821 3.199 -2.662
N 0.275 2.452 -2.552
H 1.937 -0.182 -2.804
H 2.649 1.111 -4.370
H 3.152 2.292 -3.145
H 1.472 2.851 -5.656
H -0.590 4.230 -5.858
H -2.079 4.457 -3.856
H -1.439 3.260 -1.771
C 3.712 1.606 2.265
C 4.698 0.664 2.494
C 4.642 -0.539 1.810
C 3.596 -0.772 0.918
N 2.652 0.146 0.684
C 2.716 1.298 1.350
C 3.481 -2.071 0.188
C 4.241 -3.182 0.561
C 4.112 -4.362 -0.151
C 3.221 -4.407 -1.211
C 2.479 -3.270 -1.487
N 2.592 -2.132 -0.807
H 3.694 2.556 2.779
H 5.502 0.857 3.192
H 5.414 -1.277 1.968
H 1.926 2.006 1.139
H 4.912 -3.137 1.405
H 4.694 -5.232 0.125
H 3.086 -5.300 -1.805
H 1.752 -3.267 -2.290
C -2.926 -6.097 -6.142
C -2.313 -4.884 -5.503
C -2.025 -3.745 -6.251
C -1.455 -2.629 -5.661
C -1.170 -2.647 -4.306
C -1.448 -3.766 -3.542
C -2.016 -4.877 -4.144
S -0.435 -1.223 -3.566
O -1.397 -0.132 -3.539
O 0.773 -0.915 -4.327
O -0.087 -1.619 -2.191
H -3.075 -5.948 -7.210
H -3.895 -6.325 -5.695
H -2.291 -6.974 -6.009
H -2.245 -3.735 -7.312
H -1.224 -1.751 -6.251
H -1.214 -3.766 -2.486
H -2.230 -5.755 -3.545
Cl 1.780 2.659 5.811
C 0.430 1.570 5.747
C 0.702 0.227 5.923
C -0.324 -0.698 5.932
C -1.628 -0.264 5.777
C -1.878 1.080 5.588
Cl -3.537 1.580 5.374
C -0.872 2.053 5.537
N -1.201 3.398 5.364
C -0.577 4.244 4.377
C 0.086 5.379 4.836
C 0.680 6.261 3.954
C 0.610 6.013 2.590
C -0.080 4.909 2.127
C -0.700 4.014 3.002
C -1.481 2.869 2.408
C -0.499 1.804 1.886
O -0.055 0.970 2.686
O -0.180 1.877 0.656
H 1.731 -0.078 6.057
H -0.111 -1.749 6.071
H -2.458 -0.956 5.791
H -2.195 3.549 5.424
H 0.146 5.531 5.905
H 1.201 7.133 4.328
H 1.077 6.691 1.887
H -0.156 4.723 1.062
H -2.075 3.251 1.577
H -2.155 2.420 3.134
*
```

# 5
This record from OMol25 describes a 5-piece molecular cluster, C41H44ClF7N3O2 overall at a distorted geometry. The level of theory is ωB97M-V/def2-TZVPD.

Results
**Max |F|**: 9.004 eV/Å
**Orbital gap**: 0.1881 Eh
**LUMO energy**: -5.48 eV

ORCA input file:
```
! wB97M-V def2-TZVPD RIJCOSX def2/J DEFGRID3
* xyz 1 1
C 5.855 1.352 0.815
C 5.297 1.713 -0.535
C 3.700 2.218 -0.552
C 2.604 1.064 -0.916
C 2.969 -0.484 -1.243
F 3.800 -1.032 -0.104
F 1.860 -1.429 -1.409
C 3.938 -0.630 -2.581
F 4.127 0.687 -3.297
F 5.295 -1.149 -2.165
C 3.382 -1.679 -3.708
F 4.373 -1.620 -4.848
F 3.380 -3.111 -3.276
F 2.073 -1.260 -4.334
C 1.062 1.721 -0.920
C -0.265 0.831 -1.255
C -0.601 0.689 -2.877
C -0.166 2.000 -3.759
Cl -2.488 0.609 -2.966
C 1.140 3.306 -0.548
C -0.357 4.055 -0.468
C -1.182 3.667 0.912
O -1.731 4.927 1.488
N 2.272 4.210 -0.268
N 3.516 3.666 -0.272
N 4.607 4.526 -0.003
C 4.150 5.750 0.778
C 5.188 5.077 -1.303
C 6.800 4.913 -1.584
O 4.464 5.741 -2.232
H 6.719 0.557 0.865
H 5.505 1.852 1.826
H 5.974 1.655 -1.487
H -0.282 -0.224 -0.696
H -1.201 1.418 -0.802
H -0.235 -0.337 -3.321
H -0.489 1.786 -4.884
H -0.793 2.942 -3.423
H 0.994 2.238 -3.705
H -0.235 5.230 -0.489
H -1.025 3.786 -1.420
H -2.124 3.019 0.592
H -0.569 3.026 1.675
H -2.499 5.150 0.854
H 3.473 5.496 1.710
H 5.140 6.237 1.224
H 3.642 6.580 0.117
H 7.385 5.158 -0.590
H 7.082 3.840 -2.019
H 7.107 5.699 -2.398
C -1.626 -1.118 3.412
C -0.640 -0.602 2.571
C 0.389 -1.425 2.115
C 0.427 -2.768 2.492
C -0.560 -3.284 3.330
C -1.585 -2.459 3.794
H -2.426 -0.475 3.770
H -0.673 0.442 2.272
H 1.161 -1.021 1.465
H 1.227 -3.411 2.133
H -0.532 -4.331 3.623
H -2.351 -2.861 4.451
C -2.253 -0.110 -8.886
C -2.395 -0.048 -7.500
C -2.536 1.187 -6.867
C -2.546 2.360 -7.622
C -2.407 2.298 -9.008
C -2.256 1.063 -9.640
H -2.139 -1.072 -9.378
H -2.394 -0.963 -6.912
H -2.640 1.235 -5.787
H -2.661 3.322 -7.130
H -2.416 3.212 -9.597
H -2.143 1.016 -10.720
C -3.160 -3.988 9.460
C -3.013 -2.940 8.552
C -2.111 -3.055 7.494
C -1.362 -4.222 7.340
C -1.512 -5.271 8.246
C -2.408 -5.153 9.309
H -3.860 -3.897 10.286
H -3.601 -2.033 8.668
H -1.991 -2.235 6.790
H -0.663 -4.313 6.513
H -0.930 -6.181 8.125
H -2.520 -5.968 10.018
C -3.802 -3.931 1.752
C -3.955 -5.100 1.007
C -5.110 -5.869 1.142
C -6.119 -5.463 2.016
C -5.968 -4.292 2.759
C -4.808 -3.528 2.631
H -2.900 -3.334 1.649
H -3.171 -5.412 0.320
H -5.226 -6.783 0.566
H -7.022 -6.059 2.118
H -6.755 -3.975 3.439
H -4.689 -2.619 3.214
*
```

So what do the calculations give for energy? Going down the list: -2462.29253 -2758.35132 -5804.92352 -3718.26996 -3061.82123 Ha.